# 1
ORCA calculation (the ωB97M-V functional and the def2-TZVPD basis) on one molecule with the formula C4H6N2O.

Structure (XYZ):
```
13
Properties=species:S:1:pos:R:3:mulliken_charge:R:1
C -0.82 2.00 -0.82 -0.655
O 0.33 1.15 -1.03 -0.281
C 0.34 -0.01 -0.27 0.717
C 1.40 0.55 0.46 -0.222
N 0.81 -2.18 1.12 -0.554
C -0.28 -2.04 0.48 -0.055
N -0.57 -0.92 -0.32 -0.621
H -1.68 1.49 -1.24 0.304
H -0.61 2.92 -1.36 0.244
H -0.96 2.22 0.25 0.305
H 2.39 0.53 -0.01 0.199
H 0.82 -3.07 1.62 0.234
H -1.09 -2.78 0.48 0.385
```

Properties
**Energy**: -340.59441 hartree
**Highest occupied orbital energy**: -9.188 eV
**Energy above the lowest of the compared OMol25 structures with the same formula, charge and spin**: 5.4558 eV
**Charge**: 0

# 2
ORCA calculation (the ωB97M-V functional and the def2-TZVPD basis) on one molecule with the formula C4H6N2O.

Structure (XYZ):
```
13
Properties=species:S:1:pos:R:3:mulliken_charge:R:1
N 2.00 -0.81 -0.83 -0.557
C 0.71 -0.40 -0.43 0.124
C -0.54 -0.91 -0.63 -0.599
C -1.45 -0.15 0.18 -0.459
C -0.71 0.81 0.81 0.231
O -1.04 1.82 1.65 -0.519
N 0.60 0.67 0.44 -0.076
H 2.37 -0.26 -1.60 0.241
H 1.99 -1.78 -1.11 0.260
H -0.81 -1.70 -1.32 0.389
H -2.50 -0.32 0.32 0.394
H -2.00 1.93 1.61 0.333
H 1.38 1.11 0.90 0.239
```

Properties
**Energy**: -340.76242 hartree
**Highest occupied orbital energy**: -7.328 eV
**Energy above the lowest of the compared OMol25 structures with the same formula, charge and spin**: 0.8842 eV
**Charge**: 0
**SMILES**: Nc1ccc(O)[nH]1

# 3
ORCA calculation (the ωB97M-V functional and the def2-TZVPD basis) on one molecule with the formula C4H6N2O at a distorted geometry.

Structure (XYZ):
```
13
Properties=species:S:1:pos:R:3:mulliken_charge:R:1
O -0.48 -2.33 0.27 -0.584
C -0.64 -1.16 0.04 0.566
N -0.99 -0.15 0.92 -0.328
C -0.49 1.14 0.43 -0.485
C 0.28 0.75 -0.86 0.077
C 1.20 -0.42 -0.63 -0.670
N -0.20 -0.57 -1.17 -0.446
H -0.80 -0.40 1.88 0.268
H 0.11 1.64 1.20 0.277
H -1.31 1.80 0.15 0.298
H 0.37 1.49 -1.65 0.343
H 1.68 -1.30 -1.04 0.458
H 1.28 -0.50 0.45 0.226
```

Properties
**Energy**: -340.68842 hartree
**Highest occupied orbital energy**: -10.159 eV
**Energy above the lowest of the compared OMol25 structures with the same formula, charge and spin**: 2.8979 eV
**Charge**: 0
**SMILES**: O=C1NC[C@H]2CN12

# 4
ORCA calculation (the ωB97M-V functional and the def2-TZVPD basis) on C4H6N2O as an isolated structure at a distorted geometry.

Structure (XYZ):
```
13
Properties=species:S:1:pos:R:3:mulliken_charge:R:1
C 0.46 1.04 -1.62 -1.080
C 0.42 0.14 -0.41 0.508
C -0.56 0.32 0.54 -0.444
C -0.47 -0.68 1.51 0.338
O -1.39 -0.84 2.53 -0.490
N 0.51 -1.55 1.43 -0.455
N 1.20 -0.89 -0.11 -0.285
H 1.22 0.82 -2.38 0.351
H 0.59 2.08 -1.29 0.281
H -0.53 0.99 -2.11 0.282
H -1.30 1.09 0.53 0.401
H -2.07 -1.45 2.21 0.350
H 1.93 -1.08 -0.84 0.245
```

Properties
**Energy**: -340.67656 hartree
**Highest occupied orbital energy**: -8.513 eV
**Energy above the lowest of the compared OMol25 structures with the same formula, charge and spin**: 3.2204 eV
**Charge**: 0

# 5
ORCA calculation (the ωB97M-V functional and the def2-TZVPD basis) on one molecule with the formula C4H6N2O at a distorted geometry.

Structure (XYZ):
```
13
Properties=species:S:1:pos:R:3:mulliken_charge:R:1
C -2.32 0.55 0.19 -0.597
O -1.48 -0.64 -0.02 -0.399
C -0.12 -0.46 -0.09 0.624
C 1.10 -1.39 0.02 -0.512
C 2.17 -0.52 0.02 -0.292
N 1.64 0.78 -0.11 -0.069
N 0.29 0.77 -0.23 -0.522
H -3.35 0.21 0.37 0.242
H -2.00 1.13 1.06 0.295
H -2.34 1.23 -0.68 0.259
H 1.13 -2.49 0.02 0.336
H 3.25 -0.61 0.23 0.376
H 2.01 1.44 -0.79 0.258
```

Properties
**Energy**: -340.71045 hartree
**Highest occupied orbital energy**: -8.801 eV
**Energy above the lowest of the compared OMol25 structures with the same formula, charge and spin**: 2.2982 eV
**Charge**: 0
**SMILES**: COc1cc[nH]n1

# 6
ORCA calculation (the ωB97M-V functional and the def2-TZVPD basis) on C4H6N2O as an isolated structure at a distorted geometry.

Structure (XYZ):
```
13
Properties=species:S:1:pos:R:3:mulliken_charge:R:1
C -0.67 0.07 1.03 -0.546
C 0.14 -0.45 -0.08 0.616
C -0.45 -0.64 -1.51 -0.427
C 1.12 0.51 -0.50 -0.560
H -0.63 0.64 3.07 0.369
H -1.37 0.92 0.73 0.290
H -1.27 -0.77 1.25 0.350
H 0.84 -1.34 0.12 0.304
H -1.02 -1.45 -1.87 0.413
H 1.72 1.31 -0.05 0.440
N 0.23 -0.09 -2.40 -0.273
N 1.28 0.60 -1.83 -0.414
O 0.07 0.68 2.04 -0.564
```

Properties
**Energy**: -340.61091 hartree
**Highest occupied orbital energy**: -9.746 eV
**Energy above the lowest of the compared OMol25 structures with the same formula, charge and spin**: 5.0069 eV
**Charge**: 0

# 7
ORCA calculation (the ωB97M-V functional and the def2-TZVPD basis) on C4H6N2O as an isolated structure.

Structure (XYZ):
```
13
Properties=species:S:1:pos:R:3:mulliken_charge:R:1
N 1.45 -1.23 -1.19 -0.625
C 1.03 -0.24 -0.55 0.017
O 1.66 0.84 0.01 -0.414
C 0.40 1.35 0.56 -0.458
C -0.34 0.21 -0.13 1.229
C -1.58 0.18 -0.92 -0.908
N -1.14 -0.78 0.59 -0.578
H 2.47 -1.21 -1.30 0.292
H 0.42 1.33 1.65 0.263
H 0.18 2.35 0.17 0.271
H -1.43 -0.59 -1.69 0.250
H -2.14 -0.51 0.61 0.361
H -0.94 -1.73 0.32 0.300
```

Properties
**Energy**: -340.60225 hartree
**Highest occupied orbital energy**: -8.877 eV
**Energy above the lowest of the compared OMol25 structures with the same formula, charge and spin**: 5.2424 eV
**Charge**: 0

# 8
ORCA calculation (the ωB97M-V functional and the def2-TZVPD basis) on C4H6N2O as an isolated structure.

Structure (XYZ):
```
13
Properties=species:S:1:pos:R:3:mulliken_charge:R:1
N -2.31 -0.43 0.22 -0.523
C -0.96 -0.13 0.01 0.217
C -0.34 1.12 0.02 -0.273
C 1.03 0.92 -0.04 -0.615
C 1.22 -0.48 -0.09 0.322
O 2.28 -1.21 -0.53 -0.487
N -0.06 -1.14 -0.10 -0.518
H -2.71 -0.99 -0.52 0.256
H -2.87 0.40 0.37 0.239
H -0.85 2.08 0.11 0.339
H 1.82 1.67 -0.07 0.407
H 3.09 -0.75 -0.26 0.350
H 0.69 -1.04 0.94 0.287
```

Properties
**Energy**: -340.68386 hartree
**Highest occupied orbital energy**: -7.861 eV
**Energy above the lowest of the compared OMol25 structures with the same formula, charge and spin**: 3.0219 eV
**Charge**: 0

| no. | frontier orbital gap (eV) |
| --- | --- |
| 1 | 9.28 |
| 2 | 8.22 |
| 3 | 11.01 |
| 4 | 9.00 |
| 5 | 9.91 |
| 6 | 9.75 |
| 7 | 9.80 |
| 8 | 8.57 |